Record 1
{
  "formula": "C40H32IMnN13O4Se",
  "method": "ωB97M-V with the def2-TZVPD basis set",
  "total_charge": -2,
  "s_squared": 8.763,
  "spin_multiplicity": 6,
  "de_lowest_kcal_mol": 0.0,
  "fmax_ha_per_bohr": 0.0349,
  "homo_lumo_gap_ev": [5.0, 5.0],
  "species": ["Mn", "C", "C", "C", "C", "C", "N", "C", "C", "C", "C", "C", "C", "C", "C", "N", "C", "N", "C", "N", "C", "N", "C", "N", "C", "N", "C", "C", "C", "C", "C", "C", "C", "C", "C", "C", "C", "C", "C", "C", "N", "H", "H", "H", "H", "H", "H", "H", "H", "H", "H", "H", "H", "H", "H", "H", "H", "I", "C", "C", "N", "N", "C", "H", "H", "H", "O", "Se", "O", "O", "O", "C", "N", "C", "C", "N", "N", "C", "C", "H", "H", "H", "H", "H", "H", "H", "H", "H", "H", "H", "H", "H"],
  "coordinates": [[0.243, -0.403, -0.249], [2.356, -0.291, 6.215], [1.493, -1.393, 6.357], [0.744, -1.851, 5.285], [0.848, -1.169, 4.074], [0.294, -1.419, 2.743], [-0.504, -2.479, 2.495], [-0.705, -2.950, 1.284], [-1.472, -4.181, 0.997], [-2.183, -5.057, 1.797], [-2.782, -6.151, 1.181], [-2.663, -6.355, -0.198], [-1.937, -5.477, -0.990], [-1.342, -4.394, -0.370], [-0.503, -3.293, -0.880], [-0.113, -3.219, -2.158], [0.588, -2.222, -2.660], [0.986, -1.080, -2.064], [1.761, -0.374, -2.916], [2.437, 0.723, -2.670], [2.535, 1.277, -1.444], [1.978, 0.863, -0.303], [2.494, 1.567, 0.740], [2.342, 1.323, 2.033], [1.624, 0.316, 2.530], [0.749, -0.497, 1.881], [1.700, -0.073, 3.935], [2.476, 0.370, 5.004], [3.396, 2.595, 0.215], [4.177, 3.575, 0.819], [4.958, 4.377, 0.001], [4.955, 4.212, -1.395], [4.186, 3.227, -1.992], [3.415, 2.416, -1.168], [1.824, -1.079, -4.217], [2.463, -0.791, -5.409], [2.349, -1.715, -6.442], [1.618, -2.895, -6.273], [0.980, -3.174, -5.069], [1.095, -2.244, -4.052], [-0.179, -2.484, 0.128], [2.951, 0.027, 7.063], [1.427, -1.894, 7.316], [0.101, -2.720, 5.368], [-2.269, -4.885, 2.863], [-3.358, -6.852, 1.775], [-3.155, -7.208, -0.651], [-1.849, -5.610, -2.061], [3.161, 1.200, 4.877], [4.172, 3.698, 1.897], [5.580, 5.147, 0.442], [5.565, 4.866, -2.008], [4.169, 3.087, -3.066], [3.027, 0.128, -5.522], [2.827, -1.521, -7.395], [1.554, -3.600, -7.094], [0.400, -4.077, -4.920], [0.788, 5.515, -3.841], [0.062, 3.682, -3.227], [-0.510, 2.703, -4.012], [-0.797, 1.685, -3.189], [-0.457, 1.928, -1.922], [0.065, 3.149, -1.927], [-0.719, 2.665, -5.069], [-1.292, 0.789, -3.459], [0.427, 3.604, -1.015], [-3.963, 0.365, -2.364], [-2.934, -0.899, -2.543], [-2.006, -0.693, -3.908], [-1.830, -0.862, -1.289], [-3.685, -2.346, -2.541], [-1.989, 2.604, 3.898], [-1.705, 2.603, 2.475], [-0.336, 2.968, 2.171], [-2.286, 1.611, 1.667], [-1.595, 0.982, 0.805], [-3.646, 1.411, 1.939], [-4.259, 0.218, 1.361], [-4.520, 2.574, 1.867], [-1.263, 1.989, 4.450], [-2.984, 2.209, 4.082], [-1.931, 3.625, 4.290], [-0.164, 4.007, 2.471], [-0.163, 2.860, 1.103], [0.388, 2.330, 2.694], [-2.154, 0.457, 0.121], [-4.445, 0.320, 0.287], [-5.211, 0.050, 1.871], [-3.617, -0.647, 1.530], [-3.978, 3.471, 2.158], [-5.373, 2.442, 2.541], [-4.905, 2.710, 0.849]],
  "lowdin_spin": [4.641, 0.004, 0.001, 0.003, 0.004, 0.022, -0.005, 0.020, 0.004, 0.002, 0.002, 0.003, 0.002, 0.004, 0.016, 0.002, 0.011, 0.045, -0.002, 0.007, -0.009, 0.048, -0.006, 0.004, 0.008, 0.037, 0.006, 0.000, -0.003, -0.001, -0.002, -0.002, -0.001, -0.003, 0.002, -0.001, 0.002, -0.001, 0.002, 0.001, 0.039, 0.000, 0.000, 0.000, 0.000, 0.000, 0.000, 0.000, 0.000, 0.000, 0.000, 0.000, 0.000, 0.000, 0.000, 0.000, 0.000, 0.000, 0.000, 0.000, 0.000, 0.013, 0.001, 0.000, 0.000, 0.000, 0.003, 0.004, 0.001, 0.032, 0.003, 0.000, 0.001, 0.000, 0.005, 0.024, 0.002, 0.000, 0.000, 0.000, 0.000, 0.000, 0.000, 0.000, 0.000, 0.000, 0.000, 0.000, 0.000, 0.000, 0.000, 0.000]
}


Record 2
{
  "formula": "C3H6OSi",
  "method": "ωB97M-V with the def2-TZVPD basis set",
  "total_charge": 0,
  "de_lowest_kcal_mol": 79.7,
  "smiles": "C=CC(=O)[SiH3]",
  "fmax_ha_per_bohr": 0.1946,
  "homo_lumo_gap_ev": 8.4,
  "species": ["C", "C", "C", "O", "Si", "H", "H", "H", "H", "H", "H"],
  "coordinates": [[1.627, -0.424, -0.773], [0.740, -1.003, 0.002], [-0.488, -0.482, 0.389], [-1.418, -1.312, 1.260], [-1.200, 1.223, 0.284], [2.483, -1.026, -0.801], [1.594, 0.436, -1.402], [0.891, -2.013, 0.512], [-1.758, 1.048, -0.985], [-2.376, 1.389, 1.216], [-0.095, 2.165, 0.298]],
  "mulliken_charge": [-0.681, -0.002, 0.212, -0.536, 0.426, 0.257, 0.322, 0.282, -0.104, -0.062, -0.113]
}


Record 3
{
  "formula": "C4H8INS",
  "method": "ωB97M-V with the def2-TZVPD basis set",
  "total_charge": 0,
  "de_lowest_kcal_mol": 87.8,
  "smiles": "CS[C@@H]1[C@@H](C)N1I",
  "fmax_ha_per_bohr": 0.0675,
  "homo_lumo_gap_ev": 8.2,
  "species": ["C", "C", "C", "C", "N", "S", "I", "H", "H", "H", "H", "H", "H", "H", "H"],
  "coordinates": [[-0.962, 1.065, 0.754], [-0.303, -0.125, 0.255], [-1.336, 2.224, -0.120], [1.592, -2.245, 0.626], [-1.779, -0.122, 1.027], [1.751, -0.472, 0.374], [-3.449, -0.444, -0.161], [-0.359, 1.318, 1.643], [-0.420, -0.388, -0.814], [-1.389, 1.764, -1.064], [-2.178, 2.667, 0.221], [-0.569, 2.877, -0.296], [1.572, -2.627, 1.683], [2.286, -2.855, 0.024], [0.629, -2.373, 0.103]],
  "mulliken_charge": [0.686, -0.769, -1.457, -0.703, -0.540, -0.077, 0.104, 0.396, 0.358, 0.395, 0.374, 0.419, 0.250, 0.332, 0.230]
}